Density functional theory data (ωB97M-V/def2-TZVPD) for a 13-piece molecular cluster, H26O13 overall at a distorted geometry.

The spin multiplicity is 1. The charge is 0. The gap between HOMO and LUMO is 9.635 eV. Its HOMO energy is -10.022 eV. The calculation puts the energy above the lowest of the compared OMol25 structures with the same formula, charge and spin at 113.2 kcal per mole.

Positions of all 39 atoms, in Å:
H 0.495 -0.992 0.510
H -0.150 0.164 -0.168
H 0.656 3.506 0.237
H 0.252 2.536 -0.909
H 3.773 1.636 -1.153
H 5.057 0.948 -0.938
H 1.559 -2.434 2.931
H 2.037 -1.985 1.600
H -4.381 -1.381 0.576
H -5.605 -0.913 1.054
H -0.409 1.307 3.304
H 0.444 0.709 2.312
H -0.456 0.065 -2.546
H -1.279 0.319 -1.443
H -2.154 -4.359 -0.211
H -1.555 -3.066 -0.020
H 1.627 -3.188 -2.041
H 1.045 -1.994 -1.456
H -3.153 1.195 -2.293
H -3.020 1.928 -0.960
H 4.086 -1.875 1.514
H 4.232 -0.803 2.558
H -1.410 3.723 1.662
H -2.809 3.515 2.180
H 1.487 1.412 -3.108
H 0.267 1.665 -3.853
O -0.287 -0.580 0.401
O 0.019 2.932 -0.043
O 4.319 1.066 -1.603
O 1.228 -2.153 2.056
O -5.152 -1.757 0.883
O 0.492 1.175 3.171
O -0.912 -0.419 -1.950
O -2.291 -3.486 -0.481
O 1.716 -2.606 -1.205
O -2.968 1.065 -1.428
O 4.640 -1.206 1.791
O -1.988 3.155 2.200
O 0.553 1.174 -3.134